Record 1
{
  "formula": "C4H8N2OS",
  "method": "wB97M-V/def2-TZVPD",
  "symbols": ["C", "N", "C", "C", "S", "C", "N", "O", "H", "H", "H", "H", "H", "H", "H", "H"],
  "positions_angstrom": [[1.331, 1.138, -0.307], [0.742, -0.242, -0.043], [1.580, -1.389, 0.131], [-0.561, -0.464, -0.259], [-1.156, -1.971, -0.460], [-1.529, 0.813, -0.204], [-2.498, 0.464, 0.575], [-1.365, 1.882, -0.721], [1.090, 1.333, -1.319], [0.710, 1.871, 0.278], [2.369, 1.138, -0.003], [1.102, -1.933, 0.937], [1.526, -2.012, -0.750], [2.601, -1.243, 0.419], [-2.631, -0.436, 0.972], [-3.310, 1.052, 0.754]],
  "mulliken_charge": [-0.82, 0.05, -1.02, 0.15, -0.34, 0.49, -0.31, -0.60, 0.34, 0.27, 0.31, 0.37, 0.37, 0.32, 0.17, 0.25],
  "smiles": "CN(C)C(=S)C(N)=O",
  "e_above_lowest_ev": 0.575,
  "orbital_gap_ev": 8.94,
  "homo_ev": -8.339,
  "energy_ha": -740.14087,
  "max_force_ha_per_bohr": 0.0898
}

Record 2
{
  "formula": "C35H37N5P2PtSeTe",
  "method": "wB97M-V/def2-TZVPD",
  "symbols": ["Pt", "N", "C", "C", "N", "C", "C", "N", "H", "H", "H", "H", "H", "H", "H", "H", "H", "H", "H", "H", "H", "Te", "C", "C", "C", "N", "C", "C", "C", "P", "C", "C", "C", "C", "C", "C", "C", "C", "C", "C", "C", "C", "P", "C", "C", "C", "C", "C", "C", "C", "C", "C", "C", "C", "C", "H", "H", "H", "H", "H", "H", "H", "H", "H", "H", "H", "H", "H", "H", "H", "H", "H", "H", "H", "H", "H", "H", "H", "H", "Se", "C", "N"],
  "positions_angstrom": [[1.211, 2.288, -0.121], [0.179, 3.962, -0.708], [1.058, 5.187, -0.657], [2.441, 4.895, -0.059], [2.329, 3.744, 0.874], [3.594, 3.159, 1.406], [3.971, 1.939, 0.591], [2.774, 1.043, 0.448], [-0.095, 3.814, -1.696], [-0.673, 4.108, -0.175], [0.534, 5.958, -0.094], [1.186, 5.549, -1.675], [2.830, 5.773, 0.459], [3.133, 4.608, -0.848], [1.765, 4.031, 1.669], [3.411, 2.882, 2.445], [4.397, 3.895, 1.392], [4.798, 1.402, 1.056], [4.252, 2.230, -0.419], [2.614, 0.520, 1.304], [2.971, 0.349, -0.271], [-3.186, -0.678, 0.352], [-3.070, -2.779, 0.539], [-3.807, -3.426, 1.516], [-3.692, -4.811, 1.612], [-2.901, -5.537, 0.833], [-2.214, -4.904, -0.115], [-2.270, -3.531, -0.314], [-1.082, -0.382, 0.342], [-0.199, -1.328, 1.354], [1.471, -1.774, 0.975], [2.399, -1.921, 2.015], [3.705, -2.266, 1.715], [4.083, -2.474, 0.390], [3.156, -2.356, -0.638], [1.843, -2.015, -0.350], [-0.863, -2.261, 2.692], [-1.672, -1.640, 3.648], [-2.165, -2.390, 4.699], [-1.858, -3.744, 4.791], [-1.054, -4.358, 3.840], [-0.543, -3.618, 2.787], [-0.449, 0.876, -0.857], [-0.259, -0.069, -2.381], [0.998, -0.111, -2.980], [1.193, -0.849, -4.138], [0.138, -1.557, -4.694], [-1.119, -1.518, -4.102], [-1.323, -0.775, -2.951], [-1.936, 1.901, -1.024], [-2.483, 2.208, -2.264], [-3.599, 3.034, -2.335], [-4.163, 3.555, -1.181], [-3.602, 3.272, 0.061], [-2.486, 2.455, 0.140], [-4.445, -2.887, 2.204], [-4.257, -5.351, 2.365], [-1.598, -5.524, -0.757], [-1.708, -3.075, -1.121], [2.096, -1.776, 3.046], [4.428, -2.387, 2.510], [5.104, -2.752, 0.163], [3.448, -2.549, -1.662], [1.112, -1.949, -1.146], [-1.912, -0.587, 3.564], [-2.784, -1.921, 5.452], [-2.249, -4.325, 5.616], [-0.828, -5.413, 3.914], [0.080, -4.094, 2.040], [1.823, 0.455, -2.563], [2.167, -0.854, -4.610], [0.289, -2.131, -5.599], [-1.947, -2.053, -4.548], [-2.313, -0.730, -2.516], [-2.035, 1.829, -3.172], [-4.025, 3.269, -3.301], [-5.035, 4.192, -1.245], [-4.035, 3.687, 0.962], [-2.040, 2.246, 1.108], [3.204, 2.763, -2.876], [1.464, 3.076, -3.273], [0.333, 3.280, -3.452]],
  "mulliken_charge": [1.33, -0.62, -0.63, -0.62, -0.44, -0.67, -0.56, -0.56, 0.12, 0.30, 0.47, 0.33, 0.48, 0.24, 0.40, 0.40, 0.39, 0.49, 0.20, 0.32, 0.19, 0.55, 0.36, -0.47, -0.47, -0.55, -0.73, 0.11, -0.57, 0.32, 0.78, -0.46, -0.63, -0.69, -0.47, -0.63, 0.95, -0.45, -0.67, -0.52, -0.83, -0.77, 0.86, 0.96, -0.22, -0.90, -0.84, -0.94, -0.38, 0.43, -0.89, -0.74, -0.79, -0.57, -0.43, 0.41, 0.40, 0.41, 0.46, 0.55, 0.49, 0.46, 0.53, 0.46, 0.44, 0.47, 0.45, 0.45, 0.56, 0.28, 0.56, 0.45, 0.51, 0.56, 0.38, 0.47, 0.44, 0.52, 0.46, -0.15, 0.31, -0.61],
  "total_charge": 2,
  "e_above_lowest_ev": 0.024,
  "orbital_gap_ev": 5.20,
  "homo_ev": -12.272,
  "energy_ha": -5100.67050,
  "max_force_ha_per_bohr": 0.0058
}

Record 3
{
  "formula": "C23H29N5O2",
  "method": "wB97M-V/def2-TZVPD",
  "symbols": ["O", "C", "C", "C", "C", "N", "N", "C", "C", "C", "C", "C", "C", "C", "C", "C", "O", "N", "C", "C", "C", "C", "C", "C", "C", "N", "C", "C", "C", "N", "H", "H", "H", "H", "H", "H", "H", "H", "H", "H", "H", "H", "H", "H", "H", "H", "H", "H", "H", "H", "H", "H", "H", "H", "H", "H", "H", "H", "H"],
  "positions_angstrom": [[-0.454, -0.747, -1.850], [-0.873, -0.862, -0.710], [-0.347, -1.991, 0.176], [1.143, -2.142, -0.129], [1.823, -0.865, 0.190], [1.356, 0.112, 0.896], [2.300, 1.080, 0.911], [3.297, 0.645, 0.217], [4.613, 1.290, 0.003], [5.533, 0.978, 1.202], [5.554, -0.504, 1.453], [6.371, -1.338, 0.700], [6.327, -2.710, 0.872], [5.459, -3.266, 1.796], [4.643, -2.443, 2.553], [4.692, -1.071, 2.383], [3.058, -0.592, -0.276], [-1.798, -0.016, -0.209], [-2.374, -0.061, 1.117], [-1.754, 1.024, 1.996], [-2.024, 2.384, 1.360], [-1.466, 2.395, -0.060], [-2.015, 1.244, -0.915], [-3.477, 1.436, -1.327], [-3.942, 0.303, -2.247], [-5.326, 0.456, -2.600], [-6.396, -0.052, -1.958], [-7.514, 0.412, -2.611], [-7.004, 1.209, -3.644], [-5.686, 1.227, -3.619], [-0.875, -2.916, -0.064], [-0.459, -1.764, 1.232], [1.293, -2.354, -1.190], [1.589, -2.950, 0.455], [4.475, 2.366, -0.092], [5.047, 0.888, -0.913], [6.535, 1.347, 0.981], [5.151, 1.500, 2.081], [7.045, -0.908, -0.027], [6.967, -3.347, 0.280], [5.419, -4.337, 1.926], [3.964, -2.870, 3.277], [4.049, -0.431, 2.972], [-2.249, -1.049, 1.554], [-3.451, 0.117, 1.025], [-2.177, 0.975, 3.001], [-0.677, 0.859, 2.052], [-3.097, 2.585, 1.349], [-1.544, 3.171, 1.943], [-1.686, 3.343, -0.552], [-0.382, 2.282, -0.001], [-1.421, 1.174, -1.832], [-4.133, 1.486, -0.456], [-3.566, 2.382, -1.863], [-3.808, -0.663, -1.753], [-3.353, 0.313, -3.167], [-6.291, -0.700, -1.110], [-8.540, 0.207, -2.384], [-7.540, 1.758, -4.393]],
  "mulliken_charge": [-0.71, 0.73, -0.70, -0.93, 0.26, 0.56, -1.03, 0.71, -0.79, -1.21, 0.54, -0.26, -0.61, -0.47, -0.60, -0.15, -0.31, 0.11, -1.02, -0.33, -0.77, -0.99, -0.17, -0.83, -0.76, 0.98, -0.04, -0.81, -0.24, -1.06, 0.31, 0.50, 0.32, 0.38, 0.42, 0.33, 0.41, 0.36, 0.40, 0.39, 0.40, 0.42, 0.31, 0.65, 0.34, 0.44, 0.07, 0.32, 0.44, 0.40, 0.29, 0.63, 0.26, 0.36, 0.36, 0.20, 0.37, 0.38, 0.45],
  "smiles": "O=C(CCc1nnc(CCc2ccccc2)o1)N1CCCC[C@@H]1CCn1cccn1",
  "e_above_lowest_ev": 0.786,
  "orbital_gap_ev": 9.67,
  "homo_ev": -8.928,
  "energy_ha": -1318.11015,
  "max_force_ha_per_bohr": 0.0273
}

Record 4
{
  "formula": "C7H18NO",
  "method": "wB97M-V/def2-TZVPD",
  "symbols": ["C", "C", "C", "C", "C", "C", "C", "N", "H", "H", "H", "H", "H", "H", "H", "H", "H", "H", "H", "H", "H", "H", "H", "H", "H", "H", "O"],
  "positions_angstrom": [[-1.694, 2.339, 0.672], [-0.735, 1.608, -0.298], [0.707, 1.771, 0.226], [1.510, 0.458, 0.656], [1.840, -2.681, -1.630], [1.555, -1.691, -0.580], [1.985, -0.405, -0.540], [-1.154, 0.096, -0.337], [-1.236, 3.335, 1.012], [-1.788, 1.758, 1.515], [-2.636, 2.473, 0.092], [-0.856, 1.845, -1.410], [1.306, 2.203, -0.573], [0.725, 2.349, 1.129], [1.230, -0.267, 1.443], [2.373, 0.859, 1.284], [0.881, -3.069, -2.179], [2.501, -2.509, -2.490], [2.175, -3.709, -1.235], [0.875, -1.988, 0.211], [2.454, 0.077, -1.465], [-2.195, -0.058, -0.049], [-1.007, -0.465, -1.202], [-0.541, -0.381, 0.389], [-2.306, -1.944, 1.690], [-3.355, -0.953, 2.181], [-2.613, -1.053, 1.487]],
  "mulliken_charge": [-1.52, 0.34, -0.78, -0.92, -1.27, 0.01, -0.14, -0.35, 0.38, 0.49, 0.37, 0.41, 0.27, 0.44, 0.44, 0.37, 0.23, 0.36, 0.29, 0.35, 0.29, 0.41, 0.39, 0.16, 0.29, 0.32, -0.63],
  "total_charge": 1,
  "e_above_lowest_ev": 1.702,
  "orbital_gap_ev": 9.62,
  "homo_ev": -12.655,
  "energy_ha": -407.20432,
  "max_force_ha_per_bohr": 0.0838
}

Repeat the third record exactly.
{
  "formula": "C23H29N5O2",
  "method": "wB97M-V/def2-TZVPD",
  "symbols": ["O", "C", "C", "C", "C", "N", "N", "C", "C", "C", "C", "C", "C", "C", "C", "C", "O", "N", "C", "C", "C", "C", "C", "C", "C", "N", "C", "C", "C", "N", "H", "H", "H", "H", "H", "H", "H", "H", "H", "H", "H", "H", "H", "H", "H", "H", "H", "H", "H", "H", "H", "H", "H", "H", "H", "H", "H", "H", "H"],
  "positions_angstrom": [[-0.454, -0.747, -1.850], [-0.873, -0.862, -0.710], [-0.347, -1.991, 0.176], [1.143, -2.142, -0.129], [1.823, -0.865, 0.190], [1.356, 0.112, 0.896], [2.300, 1.080, 0.911], [3.297, 0.645, 0.217], [4.613, 1.290, 0.003], [5.533, 0.978, 1.202], [5.554, -0.504, 1.453], [6.371, -1.338, 0.700], [6.327, -2.710, 0.872], [5.459, -3.266, 1.796], [4.643, -2.443, 2.553], [4.692, -1.071, 2.383], [3.058, -0.592, -0.276], [-1.798, -0.016, -0.209], [-2.374, -0.061, 1.117], [-1.754, 1.024, 1.996], [-2.024, 2.384, 1.360], [-1.466, 2.395, -0.060], [-2.015, 1.244, -0.915], [-3.477, 1.436, -1.327], [-3.942, 0.303, -2.247], [-5.326, 0.456, -2.600], [-6.396, -0.052, -1.958], [-7.514, 0.412, -2.611], [-7.004, 1.209, -3.644], [-5.686, 1.227, -3.619], [-0.875, -2.916, -0.064], [-0.459, -1.764, 1.232], [1.293, -2.354, -1.190], [1.589, -2.950, 0.455], [4.475, 2.366, -0.092], [5.047, 0.888, -0.913], [6.535, 1.347, 0.981], [5.151, 1.500, 2.081], [7.045, -0.908, -0.027], [6.967, -3.347, 0.280], [5.419, -4.337, 1.926], [3.964, -2.870, 3.277], [4.049, -0.431, 2.972], [-2.249, -1.049, 1.554], [-3.451, 0.117, 1.025], [-2.177, 0.975, 3.001], [-0.677, 0.859, 2.052], [-3.097, 2.585, 1.349], [-1.544, 3.171, 1.943], [-1.686, 3.343, -0.552], [-0.382, 2.282, -0.001], [-1.421, 1.174, -1.832], [-4.133, 1.486, -0.456], [-3.566, 2.382, -1.863], [-3.808, -0.663, -1.753], [-3.353, 0.313, -3.167], [-6.291, -0.700, -1.110], [-8.540, 0.207, -2.384], [-7.540, 1.758, -4.393]],
  "mulliken_charge": [-0.71, 0.73, -0.70, -0.93, 0.26, 0.56, -1.03, 0.71, -0.79, -1.21, 0.54, -0.26, -0.61, -0.47, -0.60, -0.15, -0.31, 0.11, -1.02, -0.33, -0.77, -0.99, -0.17, -0.83, -0.76, 0.98, -0.04, -0.81, -0.24, -1.06, 0.31, 0.50, 0.32, 0.38, 0.42, 0.33, 0.41, 0.36, 0.40, 0.39, 0.40, 0.42, 0.31, 0.65, 0.34, 0.44, 0.07, 0.32, 0.44, 0.40, 0.29, 0.63, 0.26, 0.36, 0.36, 0.20, 0.37, 0.38, 0.45],
  "smiles": "O=C(CCc1nnc(CCc2ccccc2)o1)N1CCCC[C@@H]1CCn1cccn1",
  "e_above_lowest_ev": 0.786,
  "orbital_gap_ev": 9.67,
  "homo_ev": -8.928,
  "energy_ha": -1318.11015,
  "max_force_ha_per_bohr": 0.0273
}